[1]
This record from the OMol25 dataset describes 2 unconnected molecules or ions with the total composition C2H10N2O. The level of theory is wB97M-V/def2-TZVPD.

Last column: natural (NBO) charge in e.
Element x y z (Å)
C -1.81 -2.55 2.52  -0.26
O -1.04 -3.70 2.90  -0.72
H -1.25 -1.66 2.13  0.17
H -2.48 -2.76 1.66  0.17
H -2.34 -2.39 3.47  0.19
H -0.14 -3.51 2.63  0.46
N 1.84 1.41 -0.82  -0.82
C 0.53 1.93 -1.25  -0.07
N 0.43 2.37 -2.69  -0.85
H 2.57 1.95 -1.28  0.34
H 1.95 0.50 -1.27  0.34
H -0.16 1.10 -0.94  0.18
H 0.24 2.91 -0.81  0.19
H 1.33 2.79 -2.92  0.34
H 0.33 1.60 -3.34  0.35

Computed properties:
Relative energy (zero: lowest compared OMol25 entry of this formula, charge and spin) (kJ/mol): 129.2
Total charge: 0
DFT total energy (eV): -7262.584
2S+1: 1
LUMO energy (eV): 0.7174

=====

[2]
This record from the OMol25 dataset describes a molecular structure, C34H70ClINO13P3Si2. The level of theory is wB97M-V/def2-TZVPD.

Last column: Mulliken charge in e.
Element x y z (Å)
C 4.84 0.51 -2.27  -1.23
C 3.59 1.32 -1.87  0.32
C 3.28 2.44 -2.92  -0.70
C 3.09 3.85 -2.30  -1.15
C 1.62 4.13 -1.87  1.37
C 1.16 5.60 -2.13  -1.04
C 0.57 6.30 -0.86  -0.96
C -0.98 6.20 -0.76  -0.50
C -1.47 5.22 0.39  -0.65
Si -2.15 3.70 -0.52  0.15
O -3.77 4.06 -0.87  -0.49
Si -4.45 3.22 -2.14  0.24
I -5.75 1.24 -1.43  -0.20
C -3.22 2.64 -3.44  0.09
C -3.82 2.26 -4.84  -0.81
P -2.96 0.79 -5.55  0.79
O -2.03 1.22 -6.60  -0.84
O -2.14 -0.03 -4.42  -0.14
C -0.81 0.46 -4.21  -0.83
C -0.44 0.34 -2.70  0.08
O -4.11 -0.15 -6.24  -0.39
C -4.37 -1.39 -5.55  -0.32
C -5.02 -1.21 -4.16  -0.82
C -5.76 4.38 -2.91  -0.71
C -5.16 5.29 -3.98  0.50
O -4.23 6.00 -3.77  -0.45
Cl -6.01 5.24 -5.58  -0.20
C -1.95 2.16 0.58  0.51
C -0.65 1.90 1.03  -0.11
C -0.45 0.74 1.81  -0.68
C -1.62 0.01 2.03  -0.55
C -2.88 0.37 1.57  -0.68
N -3.06 1.46 0.83  -0.22
H 4.98 -0.39 -1.65  0.10
H 5.76 1.11 -2.18  0.39
H 4.71 0.14 -3.30  0.38
H 3.73 1.72 -0.86  0.33
H 2.73 0.63 -1.84  -0.28
H 4.17 2.49 -3.58  0.42
H 2.44 2.11 -3.55  0.32
H 3.78 3.91 -1.45  0.32
H 3.42 4.59 -3.04  0.52
H 1.50 3.85 -0.81  -0.24
H 1.00 3.46 -2.48  -0.50
H 0.47 5.64 -2.98  0.31
H 2.06 6.16 -2.43  0.55
H 0.81 7.37 -0.99  0.38
H 1.11 5.98 0.04  0.44
H -1.34 5.88 -1.75  0.11
H -1.38 7.21 -0.61  0.46
H -2.24 5.75 0.95  0.45
H -0.58 4.96 0.98  0.32
H -1.29 3.54 -1.70  0.09
H -2.47 3.43 -3.60  0.53
H -2.66 1.80 -2.99  -0.29
H -4.91 2.17 -4.81  0.50
H -3.58 3.08 -5.52  0.41
H -0.07 -0.14 -4.76  0.49
H -0.68 1.52 -4.47  0.32
H -0.48 1.30 -2.18  -0.32
H -1.20 -0.32 -2.24  0.03
H 0.54 -0.15 -2.54  0.31
H -3.44 -1.97 -5.43  0.24
H -5.09 -1.94 -6.17  0.39
H -5.59 -2.12 -3.89  0.42
H -5.74 -0.38 -4.22  0.22
H -4.29 -1.06 -3.35  0.13
H -6.52 3.73 -3.36  0.37
H -6.25 4.95 -2.11  0.39
H 0.19 2.55 0.77  0.07
H 0.52 0.44 2.20  0.60
H -1.54 -0.92 2.61  0.52
H -3.72 -0.29 1.81  0.36
O 2.09 -3.29 -1.79  -0.78
P 1.53 -4.33 -0.87  1.12
O 0.65 -3.45 0.18  -0.26
C -0.57 -2.86 -0.27  0.49
C -1.70 -3.87 -0.32  -1.27
O 2.85 -4.61 0.06  -0.26
C 4.17 -4.35 -0.43  -0.38
C 4.69 -3.04 0.11  -1.10
O 0.88 -5.76 -0.33  -0.26
C 1.07 -6.93 -1.15  -0.39
C 2.47 -7.49 -1.04  -0.96
H -0.42 -2.39 -1.25  0.15
H -0.82 -2.07 0.44  -0.20
H -1.52 -4.63 -1.09  0.30
H -2.65 -3.38 -0.54  0.44
H -1.79 -4.40 0.63  0.25
H 4.19 -4.37 -1.52  0.38
H 4.81 -5.17 -0.08  0.38
H 4.01 -2.22 -0.13  0.14
H 5.67 -2.81 -0.31  0.40
H 4.77 -3.08 1.19  0.29
H 0.83 -6.70 -2.19  0.32
H 0.35 -7.67 -0.80  0.34
H 3.20 -6.85 -1.54  0.22
H 2.53 -8.48 -1.50  0.42
H 2.78 -7.57 0.01  0.25
O 1.20 -1.13 5.13  -0.67
P 1.40 -1.99 6.34  1.14
O 0.02 -2.86 6.41  -0.38
C -0.20 -3.88 5.44  -0.21
C 0.57 -5.14 5.77  -1.09
O 1.05 -0.89 7.52  -0.36
C 1.20 0.51 7.28  -0.30
C -0.14 1.15 6.99  -1.20
O 2.14 -2.94 7.48  -0.31
C 3.57 -2.83 7.63  -0.36
C 3.97 -1.57 8.37  -0.96
H 0.06 -3.51 4.44  0.23
H -1.27 -4.09 5.44  0.34
H 1.65 -4.98 5.68  0.23
H 0.30 -5.95 5.09  0.42
H 0.38 -5.46 6.79  0.28
H 1.92 0.70 6.48  0.36
H 1.62 0.94 8.20  0.38
H -0.63 0.66 6.15  0.25
H -0.02 2.21 6.76  0.37
H -0.80 1.05 7.85  0.31
H 4.05 -2.87 6.64  0.32
H 3.90 -3.71 8.18  0.34
H 3.82 -0.68 7.75  0.22
H 5.03 -1.60 8.64  0.42
H 3.38 -1.45 9.27  0.26

Computed properties:
Total charge: 0
DFT total energy (eV): -128752.984
2S+1: 1
LUMO energy (eV): -0.4324

=====

[3]
This record from the OMol25 dataset describes a molecular structure, C35H47BN6O5S3Zr. The level of theory is wB97M-V/def2-TZVPD.

Last column: Mulliken charge in e.
Element x y z (Å)
Zr -2.71 0.30 -2.20  1.32
C -2.42 4.46 0.51  -1.81
C -1.25 3.53 0.55  0.03
C 0.02 3.96 0.83  -0.52
C 1.10 3.06 0.85  -0.44
N 0.90 1.79 0.58  -0.08
N -0.33 1.36 0.30  0.62
B -0.20 -0.19 0.15  -1.05
N 1.09 -0.51 -0.59  0.97
N 2.04 -1.06 0.16  -0.82
C 3.18 -1.36 -0.43  -0.45
C 3.37 -1.10 -1.80  -0.37
C 2.37 -0.55 -2.56  0.31
C 2.54 -0.27 -4.02  -1.78
C 1.16 -0.25 -1.89  1.03
S -0.16 0.51 -2.75  -0.33
C 4.24 -1.97 0.48  2.23
C 4.58 -0.95 1.57  -1.29
C 5.50 -2.33 -0.29  -2.23
C 3.66 -3.24 1.13  -1.55
N -0.52 -0.83 1.52  1.00
N -0.09 -0.54 2.73  -1.02
C -0.71 -1.17 3.72  0.06
C -1.79 -2.06 3.46  0.03
C -2.25 -2.32 2.19  0.04
C -3.40 -3.21 1.85  -1.66
C -1.53 -1.63 1.21  0.97
S -1.50 -1.55 -0.55  -0.38
C -0.24 -0.91 5.13  1.92
C 0.23 -2.24 5.74  -1.64
C 0.91 0.10 5.15  -1.78
C -1.42 -0.35 5.95  -1.63
C -1.41 2.14 0.29  1.38
S -3.00 1.49 0.01  -0.40
C 2.53 3.44 1.20  2.41
C 3.46 2.92 0.09  -1.38
C 2.88 2.74 2.52  -1.42
C 2.70 4.95 1.35  -2.33
H -2.11 5.48 0.71  0.40
H -3.17 4.16 1.25  0.38
H -2.91 4.42 -0.46  0.38
H 0.19 5.01 1.02  0.62
H 4.31 -1.35 -2.26  0.66
H 3.52 -0.58 -4.36  0.44
H 2.40 0.79 -4.23  0.40
H 1.78 -0.81 -4.60  0.35
H 4.98 -0.03 1.14  0.31
H 5.33 -1.36 2.24  0.52
H 3.69 -0.69 2.16  -0.02
H 5.98 -1.46 -0.74  0.45
H 5.31 -3.06 -1.08  0.46
H 6.23 -2.78 0.39  0.41
H 2.77 -3.00 1.71  0.19
H 4.40 -3.68 1.79  0.45
H 3.39 -3.98 0.38  0.39
H -2.27 -2.54 4.30  0.48
H -3.81 -3.68 2.74  0.42
H -3.08 -4.00 1.16  0.37
H -4.19 -2.64 1.36  0.33
H 1.06 -2.66 5.17  0.33
H -0.57 -2.98 5.78  0.36
H 0.57 -2.07 6.76  0.46
H 1.77 -0.27 4.59  0.20
H 1.22 0.26 6.18  0.51
H 0.61 1.06 4.73  0.40
H -2.25 -1.05 6.01  0.35
H -1.78 0.59 5.52  0.36
H -1.09 -0.15 6.97  0.46
H 3.38 1.84 -0.01  0.01
H 4.49 3.18 0.33  0.48
H 3.21 3.38 -0.88  0.38
H 2.77 1.66 2.44  0.07
H 2.25 3.10 3.34  0.39
H 3.92 2.96 2.79  0.47
H 2.44 5.48 0.43  0.49
H 3.74 5.17 1.57  0.41
H 2.10 5.35 2.16  0.44
O -6.01 0.72 -2.75  -0.50
C -5.27 -0.19 -2.99  -0.11
O -4.43 -0.71 -2.03  -0.52
C -5.05 -0.77 -4.38  0.17
C -4.06 -1.93 -4.33  -0.13
C -3.88 -2.61 -5.68  -1.03
C -3.00 -1.60 -6.44  -0.97
C -2.91 -0.46 -5.44  -0.07
O -2.81 -1.17 -4.16  -0.53
C -4.26 0.26 -5.29  0.20
C -4.05 1.63 -4.67  -0.21
O -4.50 2.66 -5.01  -0.51
O -3.15 1.54 -3.61  -0.85
H -6.03 -1.00 -4.81  0.55
H -4.20 -2.59 -3.48  0.74
H -4.85 -2.78 -6.16  0.36
H -3.39 -3.57 -5.57  0.38
H -3.43 -1.26 -7.38  0.42
H -2.01 -2.00 -6.65  0.36
H -2.05 0.20 -5.54  0.63
H -4.76 0.40 -6.25  0.68

Computed properties:
Relative energy (zero: lowest compared OMol25 entry of this formula, charge and spin) (kJ/mol): 0.0
Total charge: +2
DFT total energy (eV): -90691.943
2S+1: 1
LUMO energy (eV): -6.1346

=====

[4]
This record from the OMol25 dataset describes C14H17NO6S in the gas phase. The level of theory is wB97M-V/def2-TZVPD.

Last column: natural (NBO) charge in e.
Element x y z (Å)
C 3.21 -0.85 2.83  -0.66
C 1.93 -0.16 2.49  0.05
C 1.42 -0.22 1.20  -0.34
C 0.27 0.45 0.84  -0.11
C -0.45 1.19 1.80  -0.13
C 0.04 1.21 3.10  -0.14
C 1.21 0.56 3.44  -0.22
H 1.59 0.62 4.45  0.22
H -0.50 1.77 3.86  0.22
C -1.67 1.90 1.48  -0.09
C -2.20 2.10 0.27  -0.34
C -3.45 2.85 0.13  0.75
O -4.09 3.34 1.02  -0.60
O -3.84 2.94 -1.16  -0.68
H -4.66 3.44 -1.23  0.50
H -1.76 1.74 -0.65  0.23
H -2.19 2.33 2.33  0.23
H -0.06 0.41 -0.18  0.23
S 2.31 -1.17 -0.03  2.31
O 3.44 -0.41 -0.47  -0.93
O 2.53 -2.50 0.47  -0.94
N 1.23 -1.24 -1.32  -0.88
H 1.77 -1.28 -2.18  0.42
C 0.26 -2.32 -1.23  -0.23
C -0.64 -2.37 -2.46  -0.40
C -1.34 -1.02 -2.70  -0.52
C -0.33 0.00 -3.15  0.82
O 0.46 -0.15 -4.05  -0.61
O -0.41 1.14 -2.46  -0.70
H 0.25 1.79 -2.77  0.50
H -2.07 -1.14 -3.50  0.25
H -1.84 -0.67 -1.80  0.22
H -0.04 -2.61 -3.34  0.22
H -1.39 -3.15 -2.32  0.22
H -0.33 -2.12 -0.33  0.20
H 0.76 -3.28 -1.09  0.21
H 3.98 -0.56 2.12  0.24
H 3.53 -0.61 3.84  0.22
H 3.09 -1.93 2.73  0.25

Computed properties:
Relative energy (zero: lowest compared OMol25 entry of this formula, charge and spin) (kJ/mol): 0.0
Total charge: 0
DFT total energy (eV): -39404.770
2S+1: 1
LUMO energy (eV): -0.3475